[1]
{"formula": "C36H46N3O4", "method": "wB97M-V/def2-TZVPD", "elements": ["C", "O", "C", "C", "C", "C", "C", "C", "O", "N", "C", "C", "C", "C", "N", "C", "C", "C", "C", "C", "C", "C", "C", "C", "C", "C", "O", "C", "C", "O", "C", "H", "H", "H", "H", "H", "H", "H", "H", "H", "H", "H", "H", "H", "H", "H", "H", "H", "H", "H", "H", "H", "H", "H", "H", "H", "H", "H", "H", "H", "H", "H", "C", "C", "C", "C", "C", "C", "C", "C", "C", "N", "C", "C", "H", "H", "H", "H", "H", "H", "H", "H", "H", "H", "H", "H", "H", "H", "H"], "coordinates": [[4.766, -2.740, 0.775], [5.264, -1.437, 1.143], [4.385, -0.405, 1.241], [3.016, -0.454, 0.959], [2.152, 0.475, 1.540], [0.657, 0.251, 1.549], [0.182, -0.260, 2.914], [0.737, -1.667, 3.186], [1.902, -2.006, 3.392], [-0.337, -2.514, 3.200], [-0.198, -3.947, 3.360], [-1.641, -1.888, 3.057], [-2.280, -2.311, 1.723], [-2.529, -2.270, 4.259], [-1.266, -0.467, 3.028], [-2.173, 0.533, 3.011], [-3.556, 0.331, 2.961], [-4.505, 1.318, 3.141], [-5.915, 1.150, 2.951], [-6.680, 2.307, 2.657], [-7.981, 2.206, 2.169], [-8.570, 0.943, 1.996], [-7.859, -0.215, 2.356], [-6.560, -0.123, 2.874], [2.677, 1.596, 2.189], [4.058, 1.737, 2.372], [4.682, 2.696, 3.107], [3.928, 3.850, 3.534], [4.924, 0.766, 1.822], [6.270, 0.856, 2.034], [6.795, 0.365, 3.308], [5.644, -3.384, 0.833], [3.989, -3.080, 1.477], [4.374, -2.730, -0.253], [2.616, -1.295, 0.383], [0.133, 1.194, 1.336], [0.370, -0.495, 0.787], [0.544, 0.419, 3.702], [0.858, -4.190, 3.520], [-0.792, -4.290, 4.222], [-0.564, -4.474, 2.464], [-1.522, -2.235, 0.929], [-2.642, -3.344, 1.810], [-3.118, -1.659, 1.460], [-1.957, -2.134, 5.188], [-3.436, -1.664, 4.303], [-2.825, -3.324, 4.182], [-1.757, 1.543, 3.074], [-3.947, -0.668, 2.769], [-4.142, 2.323, 3.269], [-6.175, 3.278, 2.704], [-8.527, 3.122, 1.923], [-9.563, 0.870, 1.550], [-8.334, -1.197, 2.237], [-6.013, -1.036, 3.145], [1.998, 2.350, 2.600], [4.681, 4.510, 3.962], [3.434, 4.348, 2.686], [3.182, 3.577, 4.293], [7.870, 0.533, 3.237], [6.367, 0.945, 4.134], [6.573, -0.704, 3.415], [-8.731, 4.079, 8.357], [-7.645, 4.629, 9.053], [-6.346, 4.186, 8.798], [-6.109, 3.182, 7.845], [-4.673, 2.729, 7.578], [-3.957, 3.570, 6.526], [-2.412, 3.565, 6.536], [-2.021, 3.972, 5.097], [-3.357, 4.222, 4.397], [-4.273, 3.308, 5.131], [-7.198, 2.594, 7.184], [-8.495, 3.061, 7.423], [-9.745, 4.427, 8.553], [-7.809, 5.409, 9.796], [-5.490, 4.616, 9.330], [-4.090, 2.878, 8.505], [-4.640, 1.659, 7.309], [-4.246, 4.621, 6.732], [-2.019, 4.255, 7.289], [-2.043, 2.557, 6.751], [-1.397, 4.868, 5.078], [-1.484, 3.140, 4.623], [-3.639, 5.274, 4.571], [-3.324, 4.060, 3.315], [-5.252, 3.512, 4.948], [-7.019, 1.780, 6.472], [-9.330, 2.624, 6.877]], "lowdin_charge": [-0.042, -0.063, -0.186, 0.016, -0.233, -0.078, -0.144, -0.360, 0.095, -0.039, 0.002, -0.463, 0.019, 0.015, 0.056, 0.044, -0.059, 0.026, -0.204, -0.016, -0.052, -0.044, -0.054, -0.002, 0.014, -0.192, -0.072, -0.051, -0.151, -0.081, -0.019, 0.095, 0.092, 0.095, 0.119, 0.124, 0.130, 0.173, 0.103, 0.095, 0.101, 0.102, 0.099, 0.076, 0.111, 0.068, 0.095, 0.144, 0.074, 0.063, 0.119, 0.117, 0.116, 0.116, 0.114, 0.112, 0.094, 0.098, 0.090, 0.093, 0.087, 0.090, -0.083, -0.077, -0.046, -0.232, -0.106, -0.365, -0.124, -0.162, -0.205, -0.035, -0.056, -0.086, 0.105, 0.106, 0.117, 0.124, 0.124, 0.148, 0.118, 0.111, 0.113, 0.081, 0.123, 0.104, 0.108, 0.107, 0.101], "lumo_ev": -4.556, "homo_ev": -9.94, "charge": 1, "max_force_ev_per_a": 2.52, "e_tot_ha": -1864.33073, "e_above_lowest_kcal_mol": 2.1}

---

[2]
{"formula": "C47H34BiBrF5I2N6O5S", "method": "wB97M-V/def2-TZVPD", "elements": ["Bi", "I", "C", "C", "C", "I", "C", "C", "C", "C", "N", "C", "C", "O", "H", "H", "H", "H", "C", "C", "N", "C", "C", "C", "S", "N", "C", "O", "C", "C", "C", "C", "C", "C", "H", "H", "H", "H", "H", "H", "H", "H", "H", "H", "H", "H", "H", "H", "H", "Br", "C", "C", "C", "N", "C", "C", "H", "H", "H", "H", "F", "C", "C", "F", "C", "F", "C", "O", "C", "F", "C", "F", "O", "C", "N", "C", "C", "O", "N", "C", "C", "C", "C", "C", "C", "C", "C", "C", "C", "C", "C", "H", "H", "H", "H", "H", "H", "H", "H", "H", "H", "H"], "coordinates": [[0.146, 1.017, 0.436], [-2.000, -1.621, 4.597], [-3.026, -0.650, 3.076], [-4.430, -0.572, 3.117], [-5.140, 0.066, 2.140], [-7.217, 0.141, 2.299], [-4.461, 0.660, 1.042], [-5.073, 1.361, -0.022], [-4.310, 1.887, -1.024], [-2.917, 1.707, -0.989], [-2.330, 1.059, -0.019], [-3.059, 0.556, 1.001], [-2.293, -0.083, 2.046], [-1.005, -0.118, 1.974], [-4.948, -1.030, 3.949], [-6.149, 1.481, -0.027], [-4.757, 2.435, -1.843], [-2.278, 2.091, -1.778], [1.500, -4.898, 0.197], [2.668, -3.943, 0.402], [2.552, -3.112, 1.597], [3.087, -3.649, 2.849], [2.036, -4.326, 3.721], [1.863, -1.942, 1.620], [1.125, -1.461, 0.121], [1.765, -1.386, 2.821], [1.495, -0.110, 3.085], [1.588, 0.874, 2.317], [1.078, 0.170, 4.494], [1.377, -0.696, 5.538], [0.926, -0.416, 6.819], [0.162, 0.720, 7.053], [-0.147, 1.580, 6.006], [0.316, 1.311, 4.728], [1.641, -5.463, -0.726], [0.568, -4.340, 0.112], [1.410, -5.606, 1.022], [2.760, -3.291, -0.465], [3.608, -4.492, 0.492], [3.553, -2.836, 3.403], [3.872, -4.355, 2.572], [1.194, -3.653, 3.879], [2.465, -4.575, 4.694], [1.668, -5.248, 3.270], [1.949, -1.591, 5.329], [1.163, -1.088, 7.636], [-0.197, 0.934, 8.052], [-0.759, 2.456, 6.179], [0.059, 1.955, 3.895], [7.192, 3.264, -0.318], [5.417, 2.607, -0.315], [4.363, 3.468, -0.081], [3.086, 2.929, -0.090], [2.835, 1.643, -0.305], [3.863, 0.834, -0.530], [5.180, 1.265, -0.549], [4.520, 4.521, 0.104], [2.228, 3.573, 0.080], [3.616, -0.209, -0.695], [5.989, 0.573, -0.736], [0.097, 8.149, 1.362], [-0.140, 6.828, 1.472], [-0.166, 6.018, 0.353], [0.043, 6.553, -0.859], [-0.411, 4.665, 0.483], [-0.427, 3.904, -0.638], [-0.652, 4.027, 1.717], [-0.896, 2.767, 1.828], [-0.610, 4.897, 2.828], [-0.816, 4.391, 4.057], [-0.366, 6.249, 2.711], [-0.342, 7.022, 3.808], [1.279, 2.129, -2.957], [0.619, 1.112, -3.033], [0.468, 0.365, -4.194], [-0.521, -0.676, -4.025], [-0.793, -0.534, -2.502], [-1.538, -1.282, -1.895], [-0.075, 0.497, -2.003], [0.032, -2.075, -4.266], [-0.837, -3.157, -4.369], [-0.344, -4.443, -4.516], [1.027, -4.666, -4.562], [1.897, -3.593, -4.451], [1.402, -2.303, -4.300], [-1.767, -0.403, -4.862], [-3.012, -0.142, -4.304], [-4.100, 0.147, -5.121], [-3.958, 0.173, -6.499], [-2.718, -0.101, -7.064], [-1.637, -0.391, -6.249], [0.639, 0.818, -5.075], [-1.905, -2.989, -4.315], [-1.032, -5.276, -4.589], [1.412, -5.672, -4.679], [2.967, -3.755, -4.478], [2.079, -1.466, -4.199], [-3.142, -0.187, -3.231], [-5.064, 0.346, -4.670], [-4.806, 0.400, -7.131], [-2.597, -0.094, -8.140], [-0.677, -0.628, -6.697]], "lowdin_charge": [1.847, 1.021, -0.620, -0.233, -0.682, 0.871, -0.202, -0.039, -0.037, -0.126, 0.023, -0.139, -0.416, -0.294, 0.071, 0.058, 0.105, 0.114, -0.077, -0.264, -0.131, -0.210, -0.076, -0.649, 0.697, 0.120, -0.471, -0.169, -0.186, -0.078, -0.111, -0.107, -0.078, -0.027, 0.071, 0.063, 0.059, 0.068, 0.110, 0.108, 0.109, 0.057, 0.072, 0.058, 0.099, 0.095, 0.096, 0.102, 0.094, 0.728, -0.688, -0.094, -0.118, 0.001, -0.128, -0.103, 0.104, 0.108, 0.085, 0.099, 0.086, -0.164, -0.161, 0.104, -0.160, 0.040, -0.324, -0.203, -0.138, 0.093, -0.155, 0.100, 0.035, -0.566, 0.140, -0.283, -0.512, 0.038, -0.006, -0.142, -0.018, -0.080, -0.106, -0.090, -0.023, -0.142, -0.012, -0.076, -0.100, -0.086, -0.035, 0.145, 0.122, 0.099, 0.094, 0.096, 0.111, 0.100, 0.101, 0.096, 0.098, 0.120], "lumo_ev": 2.003, "homo_ev": -5.31, "charge": -1, "max_force_ev_per_a": 0.48, "e_tot_ha": -6797.93766, "e_above_lowest_kcal_mol": 0.0}